Record 1
Computed, not measured: a structure of composition C33H49Cu2N5O in a non-equilibrium geometry, with wB97M-V/def2-TZVPD.

As for the orbital gap: 0.175 Ha. As for the LUMO energy: -14.931 eV. The calculation puts the HOMO energy at -19.7 eV. The total charge is +6. The value obtained for the energy above the lowest of the compared OMol25 structures with the same formula, charge and spin is 4.0666 eV.

The geometry in XYZ format:
```
90
Properties=species:S:1:pos:R:3:forces:R:3
H -8.719 -4.188 -1.280 0.1 0.1 0.3
C -0.681 4.991 -4.675 -0.9 1.1 0.0
N -0.788 4.666 -3.211 -0.3 -0.6 0.2
C -5.906 -2.682 -0.191 -1.2 1.2 -0.9
C -0.282 3.457 -2.825 0.3 1.6 3.1
H -1.731 5.966 -0.234 -0.2 0.2 -0.2
H 0.213 6.013 3.863 0.4 -0.1 0.2
N -7.259 -2.919 -0.430 0.3 0.4 2.2
H 2.296 4.565 4.989 -0.3 0.1 -0.3
Cu -1.307 -6.659 0.169 0.4 0.2 -0.2
N 0.743 3.979 3.576 1.3 1.6 2.6
H 6.358 -5.275 -4.181 -1.3 0.0 -0.2
H 6.646 -5.069 -1.388 -0.2 -0.5 0.2
H 0.626 4.381 5.687 0.0 0.6 -0.4
H -1.763 6.446 -2.750 -0.4 0.0 0.1
H -7.465 -3.580 -2.302 0.3 -0.8 -0.3
C -5.499 -0.545 3.503 0.9 1.0 1.2
H -6.076 3.314 5.666 0.4 0.3 0.1
H 8.110 -1.332 1.085 0.1 0.4 0.2
H -9.291 -2.445 0.179 0.0 -0.5 -0.7
H 1.494 -3.045 0.831 -0.5 -0.2 -0.2
H -0.568 6.229 1.563 0.3 0.2 -0.1
C -5.476 -1.607 0.593 -1.3 -1.3 0.1
C -5.177 0.374 4.520 0.2 -1.6 0.3
Cu 0.034 -4.917 3.942 0.3 0.2 -0.4
H 3.868 -4.014 -4.982 -0.4 -0.1 0.1
H -8.581 -0.604 1.576 -0.1 0.0 0.0
H -6.787 1.703 1.453 0.1 0.2 -0.1
H 7.459 -4.108 -4.095 0.2 0.7 0.9
C 6.093 -2.356 -0.564 -1.0 0.2 0.1
H 6.640 -3.095 0.022 -0.2 0.3 0.6
C 5.622 -5.002 -1.756 0.3 0.9 -0.1
C -0.089 3.269 -1.424 -0.7 0.4 -0.4
C 0.735 2.883 2.836 -0.8 0.4 -1.8
C 5.770 -3.309 -5.145 1.2 -0.1 0.6
H 0.390 2.361 -1.091 0.3 0.0 -0.2
H 8.528 -1.109 -0.583 -0.3 0.4 -0.3
O 0.572 -3.139 0.522 -0.1 -0.7 0.9
H 1.102 1.978 3.298 0.0 0.0 -0.1
H 6.316 -1.815 -2.657 0.3 0.1 0.0
C 0.244 2.979 1.512 0.8 -0.6 1.9
C -6.303 1.266 2.313 -1.5 1.5 -0.2
H 0.296 4.799 -5.117 -0.1 -0.5 0.5
C 7.855 -0.753 0.197 -1.3 0.4 0.5
C -1.427 5.519 -2.307 2.0 -1.5 -0.9
H 1.513 3.006 5.338 0.3 -0.1 -0.5
C -6.142 -0.079 2.375 1.4 1.1 1.7
C -7.645 -4.008 -1.315 -0.5 -0.1 -1.1
C -5.262 2.590 5.681 -0.9 -0.6 -0.1
C -0.131 5.285 1.851 -0.2 1.4 0.9
C 6.509 -2.664 -2.003 0.2 0.0 -1.2
H -5.355 2.013 6.601 0.1 0.1 -0.1
C -6.098 2.078 3.409 -0.7 1.6 -1.1
C -0.109 4.222 0.983 -0.3 -2.4 -0.7
H -4.552 0.045 5.337 -0.3 0.0 0.3
C -8.233 -2.226 0.199 1.9 1.9 1.2
H -4.263 3.016 5.583 -0.2 0.0 -0.2
H -5.287 -3.304 -0.821 0.3 0.0 0.2
C -6.470 -0.933 1.311 -1.7 -1.7 -2.3
H 6.132 -0.139 -0.815 -0.9 -0.1 0.1
H 0.117 2.021 1.031 0.2 0.2 -0.5
C 4.365 -3.120 -3.126 -0.9 -2.3 -0.4
H -0.844 6.061 -4.800 0.0 0.0 0.2
H 4.941 -4.764 -0.939 0.2 0.2 -0.1
H 7.875 0.325 0.357 1.3 -0.1 0.2
C 4.373 -3.097 -4.677 -1.5 -1.3 -0.1
H 6.275 -2.347 -5.232 0.4 -0.2 0.0
H 5.916 -0.670 0.951 -0.8 -0.2 -0.5
H 7.541 -2.982 -2.152 0.1 0.3 0.5
C -7.823 -1.157 1.041 0.0 -1.2 -0.4
C 6.373 -4.192 -4.060 1.1 0.1 0.4
H -4.465 -1.298 0.812 0.3 -0.6 -0.5
N -5.577 1.660 4.538 1.4 -1.2 0.0
C 1.355 4.017 4.963 -0.4 -1.2 0.5
C -0.529 4.227 -0.463 0.1 -0.1 -1.1
H -7.138 -4.946 -1.085 0.2 0.3 -0.2
C 0.316 5.188 3.174 -1.1 -0.9 -2.3
H 5.023 -2.543 -0.477 -0.2 -0.4 0.0
H -5.143 -1.564 3.549 -0.1 0.0 0.4
H 5.282 -5.949 -2.176 0.2 0.4 -0.6
N 5.725 -3.810 -2.709 -0.9 1.5 0.2
C -1.325 5.258 -0.942 0.2 0.7 -0.5
H -1.509 4.522 -5.207 0.3 -0.3 0.0
H 3.789 -2.324 -5.177 0.4 0.4 0.4
H 3.616 -3.826 -2.766 -0.1 -0.5 -0.4
H -6.343 3.128 3.354 -0.1 0.1 0.0
H 3.947 -2.258 -2.605 1.6 0.7 0.2
C 6.304 -0.890 -0.044 3.3 -1.8 -1.1
H 0.163 2.747 -3.506 -0.3 0.3 -0.5
H 5.955 -3.887 -6.051 -0.6 0.4 -0.4
```
Positions in Å, forces in eV/Å.

Record 2
Computed, not measured: a structure of composition C33H49FIN2O9PSSi3 in a non-equilibrium geometry, with wB97M-V/def2-TZVPD.

As for the orbital gap: 0.275 Ha. As for the LUMO energy: -0.994 eV. The calculation puts the HOMO energy at -8.5 eV. The value obtained for the energy above the lowest of the compared OMol25 structures with the same formula, charge and spin is 8.9705 eV.

The geometry in XYZ format:
```
100
Properties=species:S:1:pos:R:3:forces:R:3
I 1.396 -0.569 -2.633 -0.3 -0.1 0.9
C -6.031 4.287 -0.356 0.8 0.3 -0.6
H 1.091 -8.407 2.059 1.7 0.2 -0.5
O 1.316 -2.349 3.230 -1.2 3.2 -0.7
O 0.519 -0.450 4.433 3.0 -3.1 -2.4
H -8.063 4.414 1.556 0.7 1.2 0.9
P 0.362 1.191 0.538 0.4 2.0 0.7
H 5.954 0.875 2.280 -1.6 -0.6 1.3
H -0.087 -6.237 2.357 0.4 1.4 0.4
H -1.058 -4.386 0.919 0.7 0.4 1.3
C -5.795 3.183 -5.443 -0.2 0.5 -0.7
O 1.702 -5.120 2.053 -1.2 -1.2 -1.2
C 0.630 -6.438 -0.506 -0.4 0.1 0.2
N -5.469 2.332 -4.297 0.1 -0.3 0.3
C -6.423 4.759 -7.634 0.0 0.0 0.0
C 0.354 -5.198 2.576 -0.7 -0.3 0.2
H -6.671 5.370 -8.497 0.0 -0.1 0.1
H -2.725 3.391 0.646 -1.6 -0.6 -0.8
C -1.705 -0.973 -0.980 -1.1 0.3 -1.4
H -4.068 5.310 -0.897 -0.4 -1.1 0.9
H 6.923 -1.375 2.378 0.1 0.0 -0.1
H -3.792 3.122 -6.263 -0.2 0.0 0.2
H -4.352 2.435 0.491 1.2 1.0 -0.7
H -2.014 2.940 -1.609 -1.6 -0.4 0.2
O -6.368 2.056 -3.516 0.5 0.1 -0.3
O -4.313 1.940 -4.187 -0.8 0.5 -0.9
H -6.612 4.771 2.666 -1.2 0.6 -0.7
H -4.366 4.518 -8.211 -0.1 -0.1 0.1
H 8.715 0.098 3.239 0.0 -0.1 -0.1
C 8.872 -0.470 2.329 0.0 -0.2 -0.3
H -0.512 2.120 -0.145 0.0 -0.9 0.6
O 0.817 -2.108 0.369 -1.7 2.3 1.8
C -3.654 3.192 -0.016 0.8 0.8 -0.4
C 10.083 -0.376 1.651 0.1 0.1 0.1
H 3.530 -0.411 1.704 0.6 0.6 1.8
H -8.412 4.837 -6.822 0.1 -0.1 0.1
Si 1.992 -6.361 0.848 1.1 0.4 0.6
H -3.960 0.616 -0.772 1.2 0.7 -1.1
H 9.402 -2.510 -0.923 0.2 0.2 0.1
H 0.979 -7.185 -1.304 -0.6 1.1 1.0
H -1.923 -1.939 -1.572 0.5 1.2 1.3
C 3.348 -0.041 5.447 2.2 1.0 -2.0
H -1.167 0.999 -1.998 -1.4 -1.2 -0.3
H 2.665 -0.291 6.324 0.9 0.3 -1.6
H -8.007 5.319 -0.573 1.5 0.6 0.8
H 2.648 -8.802 1.033 -1.0 1.0 1.1
C 2.144 -8.050 1.748 0.0 -0.4 0.4
C -7.094 3.667 -5.593 -0.1 0.0 0.1
S 2.185 1.889 0.434 0.2 -0.2 0.0
H -2.108 -0.127 -3.117 0.2 0.4 1.7
C 2.912 -0.409 3.979 2.5 0.5 0.6
C 3.731 -5.929 0.097 -0.6 0.7 0.5
C 3.829 -0.122 2.770 1.3 0.8 4.1
H -0.128 1.130 1.898 -0.1 -0.1 -0.9
C -6.942 5.606 -0.214 0.4 -0.8 -0.8
H -6.140 3.886 -1.438 0.0 0.6 1.7
O 12.429 -0.329 0.262 -0.5 -0.3 -0.2
C -5.126 4.279 -7.475 -0.2 0.0 0.2
H 0.390 -5.113 3.727 0.0 0.1 -1.9
H -4.361 5.103 0.912 -0.2 -0.7 -1.6
C -2.041 0.241 -2.033 0.1 0.7 0.5
H -8.178 5.786 2.825 1.1 -0.7 -1.2
C 5.612 0.993 4.548 -3.2 -1.7 0.0
H -1.540 -4.038 2.683 1.2 -0.1 -1.2
H -6.523 6.396 -0.932 -0.7 -1.0 1.2
C 5.193 0.592 3.096 -1.5 -0.2 2.7
C 10.274 -1.114 0.484 -0.8 -0.1 0.4
H 4.965 0.922 6.858 -0.4 -0.4 -1.9
C -4.806 3.490 -6.376 0.1 0.0 0.0
H -0.370 -6.798 -0.045 1.5 0.6 -0.9
C -4.461 4.578 -0.114 -0.7 -0.2 1.1
C -0.651 -4.095 1.944 0.0 -0.1 1.3
O -6.942 6.182 1.118 -0.7 -1.3 -0.6
H -6.333 3.434 0.346 0.2 1.3 -0.9
N 11.555 -1.035 -0.221 0.6 0.0 -0.3
H 4.473 -5.966 0.970 -0.8 -0.1 -1.4
C -3.374 1.058 -1.657 -0.6 0.5 -1.0
H 7.267 -2.669 0.298 0.1 0.1 0.0
H -3.735 3.259 -2.241 1.1 -1.1 1.0
H -7.868 3.436 -4.869 0.3 -0.1 0.0
Si 0.126 -0.759 -0.476 -0.4 -2.4 -1.4
C 4.693 0.659 5.778 -1.5 -1.2 -4.5
H 3.651 -4.826 -0.229 0.4 -1.7 0.2
C -7.404 4.457 -6.694 0.3 -0.1 0.0
H 10.862 0.270 2.042 0.0 -0.2 -0.2
H 0.505 -5.387 -0.954 0.1 -1.6 0.5
C 9.264 -1.937 -0.014 0.0 -0.1 -0.1
H 2.807 -7.975 2.695 -1.1 -0.1 -1.5
H 6.592 1.541 4.793 -1.6 -1.0 -0.8
F -1.140 -1.223 2.150 2.6 -1.6 -0.4
Si 0.155 -2.334 1.947 -1.1 -1.7 -0.6
C -3.120 2.660 -1.465 -1.1 -0.1 0.7
H -2.450 -0.862 -0.123 1.2 -0.4 -1.0
C 1.451 -1.088 3.877 -0.4 2.8 2.0
H 3.989 -6.640 -0.759 -0.1 1.1 1.2
O 11.679 -1.683 -1.251 -0.1 0.3 0.5
C 7.864 -1.298 1.842 0.0 -0.1 0.0
C -7.476 5.248 2.090 -0.2 -0.4 0.2
C 8.057 -2.027 0.673 0.2 0.2 0.1
H -4.096 0.990 -2.565 1.5 -0.2 2.1
```
Positions in Å, forces in eV/Å.